# 1
Computed, not measured: a structure of composition C35H38ClN3O2Ta in a non-equilibrium geometry, with ωB97M-V/def2-TZVPD.

The geometry in XYZ format:
```
80
Properties=species:S:1:pos:R:3:mulliken_charge:R:1
Ta -0.0714 0.2380 0.4260 0.4828
C 1.9084 -0.8121 3.5001 -0.7635
C 2.1013 0.1595 2.5748 -0.8313
C 1.9564 -0.4236 1.2207 0.0947
C 1.8124 -1.8729 1.4794 -0.6918
C 1.7357 -2.0825 2.8150 -0.5448
H 1.9329 -0.6867 4.5749 0.5090
H 2.3629 1.1878 2.7719 0.6758
H 2.6878 -0.1189 0.4674 0.6926
H 1.7818 -2.6274 0.7083 0.3998
H 1.5912 -3.0370 3.3066 0.5221
Cl -3.5764 0.4006 6.9517 -0.1992
C -3.0397 0.3653 5.3094 -0.0151
C -3.6994 -0.4409 4.3816 -0.6576
C -3.2768 -0.4763 3.0674 -0.3123
C -2.1784 0.2722 2.6688 0.1057
O -1.7729 0.2259 1.3745 -0.9461
C -1.5401 1.1022 3.5848 0.0545
C -0.5047 2.0260 3.1800 0.5527
N 0.0210 2.0707 2.0154 0.1195
C 0.9243 3.1075 1.6667 -0.2207
C 1.5207 4.0140 2.4953 -0.5592
C 2.3486 5.0327 1.9721 -1.1644
C 2.5527 5.1371 0.6273 -0.8979
C 1.9640 4.1923 -0.2476 0.8020
C 2.1215 4.2346 -1.6524 -0.6183
C 1.5329 3.2866 -2.4344 -1.3455
C 0.8153 2.2506 -1.8206 0.1999
N 0.6406 2.1766 -0.5119 0.5511
C 1.1813 3.1620 0.2869 0.5691
C -1.9833 1.1440 4.9123 -1.1480
H -4.5499 -1.0310 4.6998 0.4671
H -3.7900 -1.0774 2.3267 0.5730
H -0.2132 2.7542 3.9370 0.2293
H 1.3682 3.9706 3.5664 0.4081
H 2.8083 5.7385 2.6513 0.4137
H 3.1627 5.9320 0.2140 0.4317
H 2.7145 5.0280 -2.0930 0.4695
H 1.6319 3.2941 -3.5108 0.5249
H 0.3934 1.4478 -2.4077 0.2974
H -1.4925 1.7979 5.6243 0.4639
C -2.4780 1.3215 -2.7615 -1.3166
C -2.5832 -0.2060 -2.8514 0.8815
C -3.1659 -0.7848 -1.5520 -1.4346
C -1.2784 -0.8385 -3.3224 0.3026
C -1.2290 -1.2793 -4.6434 -1.4501
C -0.0880 -1.8448 -5.1843 -1.4035
C 1.0374 -1.9957 -4.3922 -0.4865
C 1.0427 -1.5716 -3.0694 0.1935
C 2.2913 -1.7475 -2.2218 3.2126
C 3.2446 -0.5616 -2.4025 -1.3605
C 3.0217 -3.0629 -2.4980 -1.8685
C -0.1176 -0.9698 -2.5466 -0.0526
N -0.0602 -0.4507 -1.2235 2.4925
H -3.4593 1.7671 -2.5814 0.4968
H -2.0748 1.7511 -3.6816 0.3419
H -1.8315 1.6107 -1.9289 -0.0211
H -3.2989 -0.4284 -3.6425 0.8042
H -2.8741 -0.2072 -0.6759 0.1051
H -2.8543 -1.8173 -1.3886 0.1948
H -4.2574 -0.7671 -1.5939 0.4886
H -2.1205 -1.1844 -5.2545 0.4353
H -0.0824 -2.1837 -6.2131 0.4095
H 1.9278 -2.4522 -4.8089 0.3341
H 1.9731 -1.7580 -1.1842 -1.9739
H 3.5059 -0.4406 -3.4568 0.3494
H 4.1698 -0.7138 -1.8395 0.3991
H 2.7904 0.3721 -2.0597 0.1664
H 3.5499 -3.0424 -3.4547 0.4439
H 2.3333 -3.9111 -2.5134 0.4025
H 3.7684 -3.2438 -1.7214 0.4572
C -2.5962 -3.8700 0.9272 -1.4103
C -1.4732 -3.1450 1.6277 -0.4357
O -0.8333 -2.1906 0.7638 -0.2632
H -3.1053 -4.5364 1.6268 0.4353
H -2.2195 -4.4814 0.1021 0.4035
H -3.3267 -3.1636 0.5283 0.2352
H -0.7214 -3.8441 1.9980 0.2882
H -1.8379 -2.5751 2.4764 0.4179
H -0.5734 -2.6158 -0.0626 0.0911
```

* HOMO: -10.59 eV
* net charge: +1
* E_LUMO: -3.9 eV
* energy above the lowest of the compared OMol25 structures with the same formula, charge and spin: 0.493 eV



# 2
Computed, not measured: a structure of composition C35H38GaN7, with ωB97M-V/def2-TZVPD.

The geometry in XYZ format:
```
81
Properties=species:S:1:pos:R:3:nbo_charge:R:1
Ga -1.2979 -0.3631 0.9041 0.7202
C -7.6511 1.2088 -2.2891 -0.6186
C -6.3360 1.2180 -1.5571 -0.0812
C -5.8375 2.3641 -0.9475 -0.1802
C -4.6155 2.3767 -0.3037 -0.2692
C -3.8000 1.2314 -0.2027 0.1759
N -2.5783 1.2236 0.4105 -0.8435
C -2.1499 2.3070 1.1719 0.1389
C -2.8670 2.8592 2.2409 -0.2183
C -2.3362 3.8628 3.0294 -0.2031
C -1.0501 4.3563 2.8182 -0.0251
C -0.4548 5.4129 3.7088 -0.6273
C -0.3185 3.8121 1.7745 -0.2275
C -0.8608 2.8250 0.9627 0.1532
N -0.0923 2.3744 -0.1520 -0.1685
C 0.5740 3.1396 -1.0425 -0.0227
C 1.1590 2.2922 -1.9543 -0.3367
C 0.7805 1.0083 -1.5335 -0.0346
N 0.0283 1.0722 -0.4469 -0.3175
C -4.3117 0.0821 -0.8467 0.1283
C -5.5334 0.0893 -1.5037 -0.2044
N -3.5878 -1.1536 -0.8567 -0.1827
C -4.1127 -2.3835 -0.6892 -0.0144
C -3.1289 -3.3008 -0.9860 -0.3530
C -2.0184 -2.5179 -1.3243 -0.0309
N -2.2972 -1.2202 -1.2533 -0.3113
H -8.2429 2.0883 -2.0358 0.2133
H -8.2428 0.3270 -2.0381 0.2113
H -7.5077 1.2096 -3.3722 0.2138
H -6.4159 3.2808 -0.9855 0.2057
H -4.2649 3.3003 0.1351 0.2164
H -3.8583 2.4758 2.4464 0.2245
H -2.9270 4.2595 3.8472 0.2106
H -1.2054 5.8242 4.3826 0.2156
H -0.0392 6.2364 3.1259 0.2165
H 0.3524 5.0039 4.3198 0.2202
H 0.6957 4.1465 1.5845 0.2150
H 0.5603 4.2131 -0.9655 0.2301
H 1.7569 2.5624 -2.8068 0.2361
H 1.0071 0.0489 -1.9709 0.2252
H -5.8519 -0.8179 -2.0061 0.2074
H -5.1359 -2.5089 -0.3791 0.2298
H -3.2086 -4.3739 -0.9586 0.2279
H -1.0184 -2.8303 -1.5839 0.2239
C -0.4355 -6.1957 -0.9849 -0.6440
C 0.3858 -5.1089 -0.3768 0.1479
C 1.6162 -4.5882 -0.7038 -0.3533
C 1.8377 -3.5379 0.2184 0.1471
N 0.8138 -3.4199 1.0489 -0.2772
N -0.0425 -4.3870 0.6810 -0.3347
C 3.0314 -2.6383 0.3461 -0.4292
H 0.2058 -6.9477 -1.4407 0.2332
H -1.0989 -5.8091 -1.7616 0.2217
H -1.0504 -6.6920 -0.2329 0.2197
H 2.2703 -4.9202 -1.4931 0.2244
H -0.9325 -4.4455 1.1445 0.4079
H 3.5607 -2.6087 -0.6088 0.2165
H 3.7304 -3.0774 1.0651 0.2130
H 1.9871 -0.7908 0.0325 0.2069
C 3.2272 1.1353 1.2819 -0.5947
C 3.8124 -0.2682 1.0657 -0.0714
C 4.5180 -0.6776 2.3609 -0.6123
C 2.6396 -1.2320 0.7898 -0.3841
C 4.7557 -0.2620 -0.1336 -0.0131
C 6.0521 -0.7636 -0.0752 -0.2206
C 6.8666 -0.7888 -1.2018 -0.2048
C 6.3988 -0.3147 -2.4155 -0.2249
C 5.1056 0.1859 -2.4921 -0.2248
C 4.2990 0.2103 -1.3662 -0.1703
H 2.5193 1.1146 2.1143 0.2110
H 2.6919 1.4943 0.4022 0.2072
H 4.0173 1.8522 1.5173 0.2085
H 3.8207 -0.5819 3.1945 0.2158
H 5.3786 -0.0373 2.5645 0.2099
H 4.8651 -1.7116 2.3395 0.2067
H 2.0307 -1.3051 1.6946 0.2297
H 6.4440 -1.1454 0.8578 0.2129
H 7.8718 -1.1843 -1.1248 0.2104
H 7.0321 -0.3338 -3.2931 0.2114
H 4.7232 0.5596 -3.4342 0.2077
H 3.2914 0.5992 -1.4508 0.2012
```

* HOMO: -6.74 eV
* E_LUMO: 0.8 eV
* energy above the lowest of the compared OMol25 structures with the same formula, charge and spin: 0.000 eV



# 3
Computed, not measured: a structure of composition C35H38MgN12Se in a non-equilibrium geometry, with ωB97M-V/def2-TZVPD.

The geometry in XYZ format:
```
87
Properties=species:S:1:pos:R:3:mulliken_charge:R:1
Mg -1.8893 -0.6826 0.2267 1.5245
N -1.1743 -0.8451 4.5725 0.1158
C -1.2328 -1.1715 3.2867 -0.5469
N -1.4976 -0.3035 2.3267 -0.0926
C -1.7463 1.0386 2.6719 0.1697
N -2.2430 1.9191 1.8369 -1.1060
N -2.4980 1.3332 0.6569 0.5028
C -3.2512 1.7870 -0.3047 -0.8278
C -3.6267 0.9148 -1.4611 0.9010
C -4.6537 1.2606 -2.3742 -0.9295
C -4.9520 0.3507 -3.3881 -0.4067
C -4.2248 -0.8352 -3.5250 -0.8787
C -3.1976 -1.0721 -2.6295 -0.2851
N -2.9213 -0.2324 -1.6278 0.2225
C -1.5238 1.4581 4.0212 0.7999
C -1.6077 2.8222 4.3634 -0.3407
C -1.4460 3.2033 5.6834 -0.7844
C -1.2496 2.2395 6.6683 -0.4594
C -1.1705 0.8909 6.3420 -0.9514
C -1.2830 0.4851 5.0027 -0.0536
H -0.9620 -1.5610 5.2547 0.2992
H -1.1176 -2.2125 3.0059 0.5125
H -3.7044 2.7808 -0.2421 0.4081
H -5.2117 2.1896 -2.2746 0.5023
H -5.7559 0.5523 -4.0804 0.4405
H -4.4256 -1.5192 -4.3190 0.5065
H -2.5965 -1.9745 -2.6895 0.4948
H -1.8026 3.5544 3.5948 0.4939
H -1.5142 4.2572 5.9280 0.4363
H -1.1824 2.5348 7.7029 0.4332
H -1.0157 0.1527 7.1242 0.4145
N -1.2591 -4.8901 0.0228 0.1309
C -0.6768 -3.7004 -0.1839 -0.7159
N -1.5217 -2.7360 0.1457 0.5910
C -2.6562 -3.4078 0.5443 -0.0648
N -2.4955 -4.7182 0.4989 -0.6772
C -3.8717 -2.7362 0.9959 0.5417
C -5.0109 -3.4183 1.4086 -0.3806
N -6.0878 -2.7544 1.7962 -0.5366
C -6.0918 -1.4324 1.8165 -0.4595
C -4.9554 -0.7266 1.4539 -0.4420
N -3.8851 -1.3794 0.9980 0.1351
H -0.9021 -5.8149 -0.1367 0.1987
H 0.3053 -3.5163 -0.5861 0.5036
H -5.0835 -4.4868 1.4240 0.5170
H -7.0066 -0.9852 2.1805 0.4190
H -4.8898 0.3525 1.4765 0.4530
C 3.2408 0.5172 -5.6307 -1.1214
C 2.5793 -0.3262 -4.5296 -0.2313
C 1.2280 0.2438 -4.0485 -0.0318
C 1.2626 1.5717 -3.2638 -1.0328
N 2.1560 1.5411 -2.0969 0.5073
C 1.9715 0.8111 -0.9629 -0.0814
Se 0.6629 -0.4647 -0.7177 -0.7164
N 2.9628 1.0619 -0.0505 0.5699
C 3.1648 0.4554 1.2806 -0.6701
C 4.3526 -0.5161 1.3472 -0.7021
C 4.2591 -1.7471 0.3963 -0.1277
C 3.2151 -2.7946 0.8237 -0.7486
C 3.8910 1.9239 -0.6741 0.8224
C 5.0753 2.4967 -0.2205 -0.6704
C 5.7445 3.3605 -1.0803 -0.8346
C 5.2454 3.6610 -2.3437 -0.8399
C 4.0594 3.1066 -2.8031 -0.6973
C 3.3913 2.2158 -1.9579 0.7574
H 4.1747 0.0403 -6.0051 0.3804
H 3.5335 1.5110 -5.2451 0.1586
H 2.5534 0.6630 -6.4819 0.3156
H 3.2817 -0.4592 -3.6793 -0.0262
H 2.3954 -1.3379 -4.9263 0.4504
H 0.7050 -0.4993 -3.4297 -0.1192
H 0.6035 0.4212 -4.9327 0.5682
H 0.2422 1.8077 -2.9182 0.0893
H 1.6229 2.3928 -3.9092 0.4910
H 2.2473 -0.0632 1.5377 0.0450
H 3.3409 1.2962 1.9793 0.3703
H 4.3888 -0.8964 2.3825 0.5027
H 5.3192 0.0176 1.1737 0.3138
H 5.2573 -2.2114 0.3901 0.3974
H 4.0495 -1.4229 -0.6332 -0.0468
H 3.4646 -3.1601 1.8303 0.3815
H 3.2379 -3.6727 0.1501 0.3373
H 2.2088 -2.3643 0.8113 -0.0513
H 5.5029 2.3279 0.7588 0.4068
H 6.6753 3.8101 -0.7429 0.4103
H 5.7792 4.3569 -2.9744 0.4182
H 3.7198 3.3600 -3.8125 0.3272
```

* HOMO: -12.51 eV
* net charge: +2
* E_LUMO: -5.8 eV
* energy above the lowest of the compared OMol25 structures with the same formula, charge and spin: 0.000 eV



What is the energy above the lowest of the compared OMol25 structures with the same formula, charge and spin in the third record? 0.000 eV



Which of these has the highest HOMO? C35H38GaN7



The lowest HOMO belongs to which entry? C35H38MgN12Se



Look up the E_LUMO of the second one. 0.8 eV